Computed, not measured: a molecular structure, C59H68Br3N7O26 in a non-equilibrium geometry, with ωB97M-V/def2-TZVPD.

Structure (XYZ):
```
163
Properties=species:S:1:pos:R:3
C -3.28469 5.21120 -6.54100
C -2.14079 5.92520 -6.17392
C -2.12763 7.31178 -6.32481
C -3.24384 7.91879 -6.99621
C -4.36275 7.17379 -7.40187
C -4.35519 5.82377 -7.19227
N -3.22422 9.35159 -7.25674
O -4.21614 9.86304 -7.81784
O -2.23651 9.99006 -6.94592
H -3.24765 4.13478 -6.46142
H -1.21103 5.47310 -5.86159
H -1.29080 7.89736 -5.97380
H -5.19922 7.53322 -7.98284
H -5.06950 5.18078 -7.68495
C 2.61279 -0.15934 -9.70744
C 3.59307 -0.92475 -9.16660
C 4.98193 -0.77718 -9.53425
C 5.34199 0.13557 -10.51877
C 4.32774 0.95227 -11.01719
C 3.00685 0.81126 -10.68742
N 6.74199 0.37971 -10.89321
O 7.51297 -0.47988 -10.52697
O 7.01077 1.34119 -11.52559
H 1.61365 -0.47260 -9.44290
H 3.36957 -1.70720 -8.45652
H 5.74028 -1.28473 -8.95658
H 4.48635 1.75254 -11.72486
H 2.34959 1.36970 -11.33746
C -13.56827 -1.37897 6.20132
C -13.30542 -0.70712 7.39811
C -12.08808 0.03986 7.46584
C -11.27172 0.14165 6.33361
C -11.58271 -0.53743 5.12531
C -12.70036 -1.38074 5.12531
N -10.06759 0.97984 6.43123
O -9.15579 0.73834 5.65275
O -10.09407 1.87019 7.20119
H -14.43677 -2.00956 6.32152
H -14.04481 -0.91005 8.15872
H -11.88950 0.63812 8.34279
H -10.97157 -0.43961 4.24024
H -13.11669 -1.79266 4.21791
C -7.61405 -5.56650 -6.08002
C -6.86102 -4.54691 -5.64371
C -7.21819 -3.78116 -4.53737
C -8.43676 -4.05108 -3.82212
C -9.15208 -5.22267 -4.17080
C -8.70648 -5.95958 -5.26695
N -8.86557 -3.21594 -2.65546
O -10.03367 -3.30946 -2.28300
O -8.02162 -2.59304 -2.09396
H -7.33450 -6.00662 -7.02583
H -6.03805 -4.14455 -6.21575
H -6.56572 -2.94978 -4.31492
H -10.07203 -5.48178 -3.66786
H -9.34292 -6.77258 -5.58380
C 9.88282 -4.06418 -5.60915
C 10.17621 -2.86132 -4.99826
C 9.33935 -2.41024 -3.97384
C 8.20569 -3.16132 -3.57253
C 7.91904 -4.42957 -4.24176
C 8.81703 -4.85133 -5.24220
N 7.51007 -2.86766 -2.33419
O 7.96912 -2.04056 -1.60519
O 6.39140 -3.36748 -2.24054
H 10.56017 -4.47023 -6.34584
H 11.04742 -2.24874 -5.17754
H 9.48702 -1.44332 -3.51595
H 7.10164 -5.01727 -3.85080
H 8.63550 -5.68427 -5.90526
C -1.26123 -0.57046 2.56005
C -2.23787 -0.91696 1.61004
C -1.88925 -1.12537 0.28072
C -0.52877 -0.88006 -0.15709
C 0.45643 -0.51666 0.80897
C 0.08536 -0.57479 2.22707
N -0.24915 -0.88399 -1.61268
O -1.15129 -1.04147 -2.44521
O 0.92179 -0.69010 -1.95319
H -1.62418 -0.28769 3.53715
H -3.29662 -0.88156 1.82027
H -2.67799 -1.24390 -0.44746
H 1.43678 -0.16367 0.52486
H 0.78445 -0.27541 2.99391
C 2.64464 -5.44405 11.29716
C 3.21474 -4.15977 11.12022
C 2.27072 -3.14472 10.92741
C 0.87913 -3.39661 10.78569
C 0.41357 -4.68502 11.00466
C 1.30699 -5.67796 11.28241
N -0.06543 -2.24628 10.52549
O 0.34011 -1.19744 10.01430
O -1.20557 -2.39068 10.91158
H 3.33796 -6.21569 11.59763
H 4.28081 -4.01756 11.21862
H 2.70691 -2.15763 10.88528
H -0.60725 -5.03211 11.06672
H 0.92426 -6.67519 11.44201
C 11.39572 -2.58048 7.26082
C 10.88251 -3.19573 5.94593
O 9.73698 -3.96160 6.16250
C 8.52366 -3.40264 6.19001
O 8.31678 -2.17087 6.12673
O 7.64450 -4.39902 6.25357
C 6.29132 -4.10976 6.09182
H 10.96496 -1.59168 7.41835
H 12.47623 -2.52236 7.12963
H 11.10535 -3.18856 8.11757
H 11.68274 -3.78233 5.49467
H 10.76270 -2.45080 5.15929
H 5.62100 -4.94106 6.31022
H 6.07689 -4.03174 5.02597
H 5.85498 -3.22910 6.56313
C -2.10064 6.50905 1.65395
C -1.27271 7.52118 0.86449
O -1.99746 8.49205 0.18797
C -2.37189 9.61307 0.67065
O -2.19111 10.03165 1.82355
O -2.63579 10.42127 -0.40807
C -2.61236 11.85805 -0.15945
H -2.91975 5.98161 1.16510
H -2.60790 7.01196 2.47728
H -1.45052 5.73359 2.05904
H -0.92817 6.89144 0.04423
H -0.43491 8.02461 1.34693
H -2.86269 12.39579 -1.07393
H -1.63232 12.27727 0.06830
H -3.23789 12.42686 0.52850
C 6.19212 4.43761 -6.23923
C 4.82894 4.92945 -6.58251
O 4.59806 6.31328 -6.41370
C 4.84006 7.19645 -7.39385
O 5.41451 6.93996 -8.38591
O 4.55376 8.47966 -6.93525
C 4.83602 9.62399 -7.73992
H 6.22154 3.34813 -6.25515
H 6.62382 4.85935 -5.33156
H 6.91191 4.81304 -6.96660
H 4.26812 4.68429 -5.68058
H 4.45545 4.43754 -7.48064
H 5.55897 10.22411 -7.18739
H 3.86462 10.10941 -7.83399
H 5.31282 9.35374 -8.68211
C -5.51283 -10.39803 5.90462
C -5.49293 -9.75313 7.34430
O -5.15594 -8.34917 7.37566
C -6.05562 -7.44419 6.96657
O -7.14714 -7.73714 6.53151
O -5.42376 -6.19271 6.98929
C -6.13766 -5.03919 6.63873
H -4.60500 -10.27540 5.31393
H -6.36682 -10.09795 5.29737
H -5.50133 -11.46439 6.13003
H -4.69516 -10.32953 7.81274
H -6.40808 -9.96469 7.89734
H -5.41159 -4.31276 6.27375
H -6.67558 -4.59319 7.47528
H -6.81263 -5.30697 5.82582
C 7.03949 3.87418 1.83726
Br 7.10505 5.09269 3.40478
Br 8.90147 3.77338 1.15183
Br 5.78387 4.32153 0.33109
H 6.83520 2.85050 2.15100
```

Values from the calculation:
HOMO-LUMO gap ... 9.31 eV
Charge ... 0

Computed, not measured: a single C4H10N2O molecule in a non-equilibrium geometry, with ωB97M-V/def2-TZVPD.

Structure (XYZ):
```
17
Properties=species:S:1:pos:R:3
C -1.42782 -1.53828 0.65899
C 1.32207 0.66079 -1.21075
N -0.45953 1.32131 0.50195
C -0.39281 -0.94023 -0.22973
C 0.11484 0.26700 -0.40796
N 0.36561 2.19057 1.21748
O 0.12531 -1.87834 -1.29150
H -0.07630 -2.78675 -1.01119
H -1.29834 1.05867 1.01926
H 0.89537 2.78540 0.58000
H 1.04136 1.67437 1.78624
H -0.99885 -2.38598 1.20058
H -1.83681 -0.83434 1.38760
H -2.26611 -1.91282 0.06260
H 1.51668 -0.03907 -2.02756
H 1.15950 1.64818 -1.65495
H 2.21583 0.70950 -0.58105
```

Values from the calculation:
HOMO-LUMO gap ... 8.56 eV
Charge ... 0
SMILES ... C/C(O)=C(/C)NN

Computed, not measured: a single C5H11NO molecule in a non-equilibrium geometry, with ωB97M-V/def2-TZVPD.

Structure (XYZ):
```
18
Properties=species:S:1:pos:R:3
C -0.87376 -1.71448 0.78532
O -1.67781 -2.91863 0.66689
C -1.03636 -0.83960 -0.45304
C 0.11366 -0.08116 -1.12334
C 1.05282 0.67324 -0.24851
C 1.03425 1.99974 -0.15033
N 1.70710 2.81558 0.76047
H 0.14446 -2.08559 0.90384
H -1.40079 -1.28019 1.62610
H -1.23219 -3.66624 0.28359
H -1.57101 -1.37874 -1.23583
H -1.70561 -0.02888 -0.12975
H -0.26607 0.42744 -2.01661
H 0.64476 -0.83616 -1.73990
H 1.59389 0.04096 0.45070
H 0.32544 2.53496 -0.77798
H 1.69662 2.59596 1.74433
H 1.45061 3.74180 0.65405
```

Values from the calculation:
HOMO-LUMO gap ... 9.26 eV
Charge ... 0
SMILES ... N/C=C/CCCO

Computed, not measured: 6 unconnected molecules or ions with the total composition C42H80NO17P2S in a non-equilibrium geometry, with ωB97M-V/def2-TZVPD.

Structure (XYZ):
```
143
Properties=species:S:1:pos:R:3
C -1.31639 7.04125 0.56790
C -1.67576 8.07404 -0.59562
C -1.80284 7.24749 -1.93515
C -3.01299 7.70221 -2.85887
C -3.38665 6.62201 -3.97315
C -2.19084 5.73928 -4.41953
C -1.24993 6.12061 -5.50437
C -0.14180 5.22295 -5.85592
P 1.05679 5.62752 -7.25513
C 2.70432 6.22851 -6.59600
C 1.26971 3.98426 -8.17422
N 0.05426 4.04090 -5.16253
C -0.76308 3.60557 -4.13046
P -0.28570 1.99095 -3.33590
S 1.11222 1.02738 -4.28622
C -1.91863 4.43449 -3.74938
C -2.83114 3.84553 -2.59806
C -3.78038 2.77134 -3.31244
C -5.16943 2.58783 -2.60076
C -5.11335 1.90635 -1.16391
C -3.82579 1.04959 -0.86829
C -3.71486 -0.29159 -1.69505
C -2.68628 -1.23950 -0.91008
C -1.19695 -1.01958 -1.41307
O -0.33821 -2.12079 -0.99642
C 0.98207 -1.66751 -0.82212
C 2.07340 -1.80641 -1.94223
O 1.32614 -1.18691 0.22932
H -0.28719 6.61637 0.40853
H -2.05373 6.18844 0.46839
H -1.41815 7.47642 1.59225
H -0.85345 8.83319 -0.59871
H -2.62467 8.59490 -0.30346
H -1.99029 6.17007 -1.67409
H -0.85761 7.37262 -2.52452
H -2.65845 8.63385 -3.39076
H -3.92542 7.95612 -2.24870
H -4.23923 6.00171 -3.58497
H -3.77501 7.18960 -4.86284
H -1.37482 7.08192 -6.05094
H 3.43961 6.13170 -7.44318
H 3.11220 5.62006 -5.73793
H 2.63406 7.31908 -6.34574
H 2.08486 4.02485 -8.94070
H 0.28254 3.69942 -8.63486
H 1.54321 3.15059 -7.46269
H 0.84249 3.44651 -5.44478
H 0.19672 2.28763 -2.01347
H -1.39424 1.12068 -3.16402
H -3.49521 4.62973 -2.15674
H -2.12119 3.39700 -1.85861
H -3.25084 1.80575 -3.51226
H -4.00234 3.20942 -4.33378
H -5.84249 1.97520 -3.26820
H -5.66881 3.59216 -2.48298
H -5.99234 1.20468 -1.09822
H -5.30524 2.71226 -0.40154
H -2.85860 1.62113 -0.95096
H -3.89413 0.74232 0.21782
H -3.28235 -0.17601 -2.72465
H -4.68251 -0.84712 -1.80267
H -2.97163 -2.31376 -1.03636
H -2.66007 -1.00469 0.19123
H -0.75652 -0.08775 -0.94858
H -1.13468 -0.99853 -2.54630
H 1.54592 -1.88455 -2.93140
H 2.75966 -0.91817 -1.91856
H 2.68344 -2.74662 -1.83294
C 1.03934 -0.97559 3.69058
C 0.71804 -2.36793 3.18661
O 1.41195 -3.36480 3.95052
C 0.88405 -3.64216 5.14834
O -0.10730 -3.14280 5.61972
O 1.66180 -4.55340 5.74452
C 1.26348 -4.87659 7.08117
H 2.11997 -0.81688 3.71502
H 0.58603 -0.21930 3.04711
H 0.67231 -0.82641 4.70766
H 1.05982 -2.46705 2.15791
H -0.35650 -2.55866 3.18824
H 0.21417 -5.16919 7.12178
H 1.45054 -4.02990 7.74206
H 1.87077 -5.71729 7.41277
C 5.76064 0.16640 -12.77376
C 5.18425 1.54864 -12.54110
O 4.67953 1.68189 -11.20348
C 5.60328 1.87507 -10.25654
O 6.79108 1.95504 -10.42785
O 4.97612 1.94100 -9.07123
C 5.86114 2.05131 -7.95624
H 5.02783 -0.60250 -12.51858
H 6.05307 0.04195 -13.81795
H 6.63743 -0.00882 -12.14854
H 4.33679 1.70630 -13.20924
H 5.91495 2.33091 -12.75616
H 6.55628 2.88179 -8.08208
H 6.40382 1.11541 -7.81787
H 5.25582 2.23691 -7.06960
C -3.14999 -5.58259 2.54325
C -2.91663 -4.18188 3.07331
O -3.92017 -3.27409 2.59340
C -5.10428 -3.34373 3.21265
O -5.38759 -4.07824 4.12208
O -5.93206 -2.46559 2.62684
C -7.26657 -2.50438 3.13381
H -3.22860 -5.57222 1.45337
H -2.33136 -6.24486 2.83151
H -4.08184 -6.00182 2.92583
H -1.96000 -3.81079 2.70577
H -2.87111 -4.16654 4.16407
H -7.28172 -2.39822 4.21856
H -7.75172 -3.43407 2.83332
H -7.81183 -1.66951 2.69608
C -1.22183 -0.06950 11.93023
C 0.29253 -0.13589 11.93724
O 0.77566 -1.04718 10.94153
C 0.77220 -0.58424 9.68671
O 0.41567 0.51142 9.33444
O 1.21365 -1.56014 8.88303
C 1.17226 -1.23006 7.49437
H -1.64978 -1.06984 12.02749
H -1.58408 0.55048 12.75265
H -1.59670 0.34806 10.99447
H 0.63513 -0.51809 12.89956
H 0.73935 0.85157 11.80430
H 1.69075 -0.29113 7.29422
H 0.13803 -1.17745 7.15570
H 1.67530 -2.02344 6.94923
C 4.61931 -7.08046 4.77485
C 4.29694 -8.47101 4.26606
O 4.98500 -9.47285 5.02549
C 4.45400 -9.75373 6.22090
O 3.46459 -9.25354 6.69382
O 5.22655 -10.67256 6.81280
C 4.82393 -10.99706 8.14345
H 5.70004 -6.92293 4.80327
H 4.16898 -6.32064 4.13285
H 4.24989 -6.93328 5.79083
H 4.64221 -8.57049 3.23615
H 3.22128 -8.65964 4.26540
H 3.77271 -11.28329 8.18092
H 5.01461 -10.15180 8.80629
H 5.42535 -11.84203 8.47460
```

Values from the calculation:
HOMO-LUMO gap ... 7.18 eV
Charge ... +1

Computed, not measured: a single C4H11NO3S molecule in a non-equilibrium geometry, with ωB97M-V/def2-TZVPD.

Structure (XYZ):
```
20
Properties=species:S:1:pos:R:3
C -0.65431 1.65710 -0.28084
C -2.35359 -0.21907 -0.01690
C -1.04636 0.34498 0.51050
C 0.29812 -0.65000 0.50250
N 0.17617 -1.75712 -0.35966
O 2.18069 1.38204 0.83722
O 1.91070 0.53456 -1.41276
O 2.79711 -0.98455 0.33292
S 1.78441 0.28520 -0.00224
H 0.07652 2.24470 0.26681
H -0.05414 1.37721 -1.09744
H -1.56138 2.16318 -0.50945
H -2.50932 0.38362 -0.87051
H -2.29520 -1.22731 -0.23774
H -3.06538 -0.01448 0.74807
H -1.27794 0.56513 1.47019
H 0.59882 -1.06339 1.44722
H 0.52883 -1.52408 -1.35732
H 3.68364 -1.03886 0.14482
H 0.78265 -2.45888 -0.11539
```

Values from the calculation:
HOMO-LUMO gap ... 10.57 eV
Charge ... 0
SMILES ... CC(C)[C@@H](N)S(=O)(=O)O

Computed, not measured: a molecular structure, I3Mn in a non-equilibrium geometry, with ωB97M-V/def2-TZVPD.

Structure (XYZ):
```
4
Properties=species:S:1:pos:R:3
Mn 7.80339 -35.44701 26.05337
I 7.10929 -34.49228 27.80812
I 9.93392 -35.31766 26.01621
I 7.23433 -33.81223 24.63499
```

Values from the calculation:
HOMO-LUMO gap (spin up / spin down) ... 6.20 / 7.05 eV
Charge ... -1
Multiplicity ... 6
Expectation value of S² ... 8.773